#i
DFT (wB97M-V/def2-TZVPD) results for a molecular structure, C6H6.

CARTESIAN COORDINATES (ANGSTROEM)
C  2.336  0.628  -0.325
C  -0.122  -0.038  0.610
C  -2.428  -0.229  -0.366
C  1.294  -0.273  -0.227
C  0.815  -1.516  -0.276
C  -1.153  -0.680  -0.269
H  2.336  1.524  0.274
H  3.201  0.319  -0.946
H  -0.251  -0.379  1.590
H  -0.230  1.028  0.506
H  -3.206  -0.834  -0.937
H  -2.591  0.451  0.365

E_LUMO (spin up / spin down) ... -0.5307 / -0.6760 eV
Orbital gap (spin up / spin down) ... 7.6 / 7.6 eV

#ii
DFT (wB97M-V/def2-TZVPD) results for a single C6H6 molecule.

CARTESIAN COORDINATES (ANGSTROEM)
C  2.297  0.957  0.123
C  1.929  -0.157  -0.147
C  1.179  -1.394  -0.428
C  -0.225  -0.981  -0.249
C  -1.169  -0.270  -0.012
C  -2.166  0.747  0.314
H  2.556  1.962  0.370
H  1.377  -1.761  -1.442
H  1.462  -2.197  0.263
H  -2.069  1.035  1.366
H  -1.979  1.641  -0.292
H  -3.191  0.416  0.135

SMILES ... C#CCC#CC
E_LUMO ... 1.0005 eV
Orbital gap ... 10.4 eV

Q: What are the energies relative to the best structure? A: #i 4.959; #ii 0.000, in eV.

#i
DFT (wB97M-V/def2-TZVPD) results for a single C6H6 molecule.

CARTESIAN COORDINATES (ANGSTROEM)
C  -1.301  -1.017  -1.264
C  -2.162  -0.815  -2.119
C  -0.393  -1.145  0.740
C  -0.087  -1.625  -0.655
C  -0.730  -0.164  -0.203
C  -0.097  1.231  -0.365
H  -1.174  -1.655  1.347
H  0.466  -1.015  1.458
H  0.809  -1.673  -1.183
H  1.074  1.314  -0.479
H  -0.404  1.904  0.443
H  -0.548  1.440  -1.390

E_LUMO ... -0.3815 eV
Orbital gap ... 8.3 eV

#ii
DFT (wB97M-V/def2-TZVPD) results for a single C6H6 molecule.

CARTESIAN COORDINATES (ANGSTROEM)
C  -0.048  1.259  -0.515
C  1.110  0.877  0.176
C  1.290  -0.501  -0.041
C  0.046  -1.058  -0.275
C  -1.195  -0.492  0.036
C  -1.235  0.921  0.074
H  0.030  0.610  -1.472
H  1.615  1.353  0.957
H  2.181  -1.062  0.025
H  -0.065  -2.110  -0.152
H  -1.886  -1.150  0.278
H  -1.844  1.352  0.907

SMILES ... c1ccccc1
E_LUMO ... -0.2065 eV
Orbital gap ... 8.4 eV

Q: What are the energies relative to the best structure? A: #i 1.662; #ii 0.000, in eV.

#i
DFT (wB97M-V/def2-TZVPD) results for a molecular structure, C46H38Br2FN12O5Ru.

CARTESIAN COORDINATES (ANGSTROEM)
Ru  -0.556  -0.642  0.724
F  3.904  -5.046  -1.587
C  4.048  -4.298  -0.478
C  3.153  -3.300  -0.265
C  3.209  -2.518  0.898
C  2.201  -1.518  1.142
O  1.399  -1.160  0.210
C  2.199  -0.947  2.429
C  3.258  -1.185  3.266
N  4.280  -2.006  2.997
C  5.389  -1.935  3.963
C  6.064  -3.110  4.594
C  6.830  -2.194  3.665
C  4.227  -2.777  1.834
C  5.135  -3.816  1.585
C  5.080  -4.604  0.442
N  5.996  -5.629  0.228
C  6.097  -6.375  -1.033
C  7.398  -7.180  -1.045
N  8.466  -6.382  -0.351
C  8.173  -6.242  1.132
C  6.661  -6.312  1.328
C  1.137  -0.020  2.920
O  1.381  0.910  3.635
O  -0.119  -0.316  2.544
H  2.363  -3.133  -0.983
H  3.308  -0.643  4.202
H  5.210  -1.094  4.614
H  5.799  -4.103  4.260
H  6.257  -3.045  5.655
H  7.117  -2.544  2.687
H  7.533  -1.497  4.099
H  5.906  -4.015  2.303
H  6.104  -5.675  -1.866
H  5.270  -7.072  -1.189
H  7.721  -7.384  -2.063
H  7.325  -8.125  -0.512
H  8.503  -5.451  -0.771
H  9.385  -6.804  -0.495
H  8.592  -5.288  1.444
H  8.690  -7.047  1.652
H  6.404  -5.888  2.292
H  6.332  -7.354  1.366
Br  -1.563  -5.296  -0.528
C  -2.671  -4.069  0.333
C  -4.005  -4.402  0.627
C  -4.830  -3.520  1.279
Br  -6.573  -4.045  1.691
C  -4.370  -2.222  1.646
C  -5.092  -1.249  2.364
C  -4.483  -0.060  2.690
C  -3.180  0.195  2.257
N  -2.498  -0.678  1.535
C  -3.058  -1.892  1.277
C  -2.182  -2.835  0.698
O  -0.908  -2.451  0.542
H  -4.381  -5.376  0.348
H  -6.106  -1.452  2.681
H  -5.002  0.686  3.275
H  -2.677  1.124  2.494
C  -1.187  -1.423  -4.766
N  -1.418  -1.030  -3.368
C  -0.568  -1.002  -2.353
N  -1.212  -0.566  -1.273
C  -2.482  -0.322  -1.713
N  -2.635  -0.597  -2.978
C  -0.325  -0.437  -5.513
C  0.498  -0.878  -6.542
C  1.212  0.040  -7.301
C  1.129  1.395  -7.025
C  0.329  1.831  -5.974
C  -0.404  0.916  -5.228
C  0.260  3.249  -5.623
N  0.474  4.286  -6.348
N  0.262  5.392  -5.514
C  -0.064  4.915  -4.367
O  -0.089  3.556  -4.346
C  -0.362  5.608  -3.114
C  -0.835  6.913  -3.122
C  -1.124  7.538  -1.918
C  -0.928  6.874  -0.717
C  -0.425  5.576  -0.712
C  -0.124  4.925  0.617
N  0.158  3.489  0.510
C  -0.672  2.461  0.539
N  0.029  1.332  0.409
C  1.324  1.767  0.277
N  1.426  3.063  0.334
C  -0.152  4.942  -1.910
H  -2.186  -1.482  -5.197
H  -0.756  -2.423  -4.772
H  0.465  -1.304  -2.399
H  -3.275  0.054  -1.089
H  0.568  -1.936  -6.770
H  1.842  -0.304  -8.110
H  1.680  2.120  -7.609
H  -1.055  1.279  -4.441
H  -0.978  7.424  -4.064
H  -1.509  8.549  -1.917
H  -1.155  7.375  0.217
H  -0.942  5.049  1.324
H  0.774  5.349  1.064
H  -1.739  2.544  0.664
H  2.164  1.111  0.146
H  0.251  3.938  -1.933

E_LUMO (spin up / spin down) ... -9.3893 / -9.3646 eV
Net charge ... +3
Orbital gap (spin up / spin down) ... 4.3 / 4.3 eV

#ii
DFT (wB97M-V/def2-TZVPD) results for a molecular structure, C46H38Br2FN12O5Ru.

CARTESIAN COORDINATES (ANGSTROEM)
Ru  -0.122  0.098  0.938
F  -2.596  5.780  -1.277
C  -3.320  4.678  -1.003
C  -2.651  3.518  -0.781
C  -3.341  2.345  -0.438
C  -2.615  1.143  -0.120
O  -1.370  1.045  -0.400
C  -3.359  0.103  0.468
C  -4.730  0.176  0.450
N  -5.430  1.225  -0.002
C  -6.874  0.983  -0.127
C  -7.950  1.883  0.387
C  -7.789  1.650  -1.100
C  -4.744  2.389  -0.353
C  -5.409  3.603  -0.592
C  -4.734  4.773  -0.913
N  -5.422  5.962  -1.139
C  -4.786  7.192  -1.620
C  -5.865  8.177  -2.076
N  -6.984  7.405  -2.712
C  -7.717  6.561  -1.689
C  -6.736  6.210  -0.571
C  -2.708  -1.104  1.073
O  -3.167  -2.207  0.961
O  -1.588  -0.863  1.757
H  -1.572  3.507  -0.828
H  -5.304  -0.677  0.784
H  -7.052  -0.073  0.003
H  -7.676  2.839  0.809
H  -8.777  1.409  0.896
H  -7.413  2.443  -1.727
H  -8.500  1.008  -1.598
H  -6.477  3.631  -0.519
H  -4.140  6.958  -2.464
H  -4.178  7.689  -0.860
H  -5.467  8.880  -2.805
H  -6.306  8.743  -1.258
H  -6.589  6.791  -3.426
H  -7.634  8.032  -3.189
H  -8.083  5.680  -2.214
H  -8.565  7.135  -1.323
H  -7.117  5.360  -0.016
H  -6.674  7.032  0.149
Br  0.867  4.857  2.072
C  1.176  3.358  3.114
C  1.836  3.467  4.329
C  2.067  2.353  5.132
Br  2.901  2.588  6.756
C  1.665  1.037  4.708
C  1.803  -0.154  5.436
C  1.327  -1.331  4.894
C  0.765  -1.329  3.616
N  0.663  -0.213  2.899
C  1.061  0.945  3.454
C  0.720  2.092  2.668
O  0.034  1.902  1.602
H  2.167  4.440  4.665
H  2.253  -0.141  6.419
H  1.384  -2.259  5.446
H  0.388  -2.233  3.156
C  3.653  2.939  -2.036
N  3.033  2.002  -1.091
C  1.765  1.646  -0.961
N  1.667  0.754  0.026
C  2.948  0.601  0.458
N  3.798  1.343  -0.199
C  3.643  2.427  -3.452
C  3.566  3.321  -4.508
C  3.656  2.859  -5.814
C  3.798  1.503  -6.070
C  3.835  0.608  -5.012
C  3.772  1.068  -3.709
C  3.903  -0.846  -5.258
N  4.357  -1.479  -6.256
N  4.167  -2.851  -5.967
C  3.620  -2.898  -4.826
O  3.407  -1.663  -4.285
C  3.142  -4.064  -4.052
C  3.702  -5.313  -4.244
C  3.252  -6.387  -3.485
C  2.235  -6.214  -2.563
C  1.651  -4.965  -2.400
C  0.472  -4.842  -1.465
N  0.107  -3.454  -1.167
C  0.556  -2.644  -0.230
N  -0.067  -1.463  -0.342
C  -0.900  -1.636  -1.414
N  -0.808  -2.824  -1.933
C  2.116  -3.888  -3.138
H  4.670  3.060  -1.662
H  3.145  3.900  -1.955
H  0.949  2.035  -1.547
H  3.239  -0.063  1.254
H  3.457  4.382  -4.318
H  3.605  3.559  -6.636
H  3.867  1.129  -7.082
H  3.846  0.356  -2.896
H  4.489  -5.437  -4.975
H  3.701  -7.362  -3.612
H  1.890  -7.058  -1.978
H  0.657  -5.347  -0.518
H  -0.425  -5.274  -1.909
H  1.299  -2.911  0.502
H  -1.560  -0.873  -1.783
H  1.675  -2.905  -3.035

E_LUMO (spin up / spin down) ... -9.5948 / -9.5999 eV
Net charge ... +3
Orbital gap (spin up / spin down) ... 4.2 / 4.2 eV

Q: What are the energies relative to the best structure? A: #i 0.000; #ii 0.607, in eV.

#i
DFT (wB97M-V/def2-TZVPD) results for 2 unconnected molecules or ions with the total composition CH4N2O3.

CARTESIAN COORDINATES (ANGSTROEM)
C  -1.229  -0.075  -0.426
N  0.194  1.780  0.279
N  1.309  -1.302  -0.117
O  0.154  -1.809  -0.275
O  2.268  -1.810  0.473
O  -0.418  0.939  -0.755
H  -1.491  -0.278  0.655
H  -1.731  -0.492  -1.212
H  1.150  1.590  0.149
H  -0.207  1.457  1.230

E_LUMO (spin up / spin down) ... -1.0461 / -1.0485 eV
Orbital gap (spin up / spin down) ... 6.9 / 6.9 eV

#ii
DFT (wB97M-V/def2-TZVPD) results for 2 unconnected molecules or ions with the total composition CH4N2O3.

CARTESIAN COORDINATES (ANGSTROEM)
C  -0.249  -0.148  -0.940
N  0.087  1.009  0.697
N  -2.421  0.776  -1.550
O  -2.708  -0.356  -1.235
O  -3.015  1.759  -1.634
O  -0.950  0.880  -1.625
H  0.635  -0.405  -1.450
H  -1.045  -0.872  -0.646
H  -0.342  0.322  1.394
H  -0.546  1.825  0.655

E_LUMO (spin up / spin down) ... -0.2709 / -0.2710 eV
Orbital gap (spin up / spin down) ... 9.3 / 9.3 eV

Q: What are the energies relative to the best structure? A: #i 0.345; #ii 0.000, in eV.

#i
DFT (wB97M-V/def2-TZVPD) results for 2 unconnected molecules or ions with the total composition CH2N2O3.

CARTESIAN COORDINATES (ANGSTROEM)
O  -0.978  0.731  0.129
N  -1.434  -0.309  0.188
N  -1.488  -1.418  0.542
O  -2.255  -1.071  -0.756
C  1.523  0.533  -0.082
O  1.462  -0.491  -0.689
H  1.930  0.462  0.932
H  1.240  1.564  -0.265

SMILES ... [O-][N+]1=NO1.C=O
E_LUMO ... 0.3688 eV
Orbital gap ... 10.6 eV

#ii
DFT (wB97M-V/def2-TZVPD) results for a single CH2N2O3 molecule.

CARTESIAN COORDINATES (ANGSTROEM)
O  -2.521  -2.099  -0.152
N  -1.368  -2.134  -0.455
O  -0.575  -2.993  -0.504
N  -0.896  -0.704  -1.107
C  0.084  -0.038  -0.323
O  0.413  -0.837  -1.415
H  0.095  0.991  -0.425
H  0.346  -0.263  0.759

SMILES ... O=[N+]([O-])N1CO1
E_LUMO ... 0.4669 eV
Orbital gap ... 11.0 eV

#iii
DFT (wB97M-V/def2-TZVPD) results for 2 unconnected molecules or ions with the total composition CH2N2O3.

CARTESIAN COORDINATES (ANGSTROEM)
C  -0.166  -1.215  0.255
N  0.136  -0.092  -0.180
N  -0.138  1.205  0.299
O  1.207  0.201  -2.191
O  -0.772  1.899  -0.422
O  0.339  1.448  1.367
H  0.201  -2.096  -0.255
H  -0.806  -1.350  1.128

E_LUMO (spin up / spin down) ... -1.8387 / -1.8786 eV
Orbital gap (spin up / spin down) ... 9.3 / 9.2 eV

Q: What are the energies relative to the best structure? A: #i 1.547; #ii 0.000; #iii 3.171, in eV.

#i
DFT (wB97M-V/def2-TZVPD) results for a molecular structure, C40H36BrCdCl6N5O6.

CARTESIAN COORDINATES (ANGSTROEM)
Cd  -0.385  -0.021  0.174
O  -1.110  -5.650  1.233
C  -1.307  -5.359  -0.081
C  -1.346  -6.412  -0.990
C  -1.605  -6.170  -2.326
C  -1.818  -4.879  -2.776
C  -1.754  -3.829  -1.878
C  -1.491  -4.055  -0.538
C  -1.498  -2.858  0.405
O  -1.580  -1.702  -0.212
N  -2.812  -3.121  1.233
N  -3.053  -1.987  1.944
C  -3.726  -1.069  1.358
C  -4.004  0.218  1.914
Br  -4.959  1.303  0.639
C  -3.788  0.827  3.095
C  -3.198  0.368  4.332
C  -2.347  -0.730  4.464
C  -1.828  -1.060  5.703
C  -2.157  -0.328  6.831
C  -2.995  0.770  6.710
C  -3.497  1.120  5.475
H  -1.216  -4.835  1.743
H  -1.182  -7.415  -0.625
H  -1.665  -7.003  -3.014
H  -2.033  -4.690  -3.817
H  -1.909  -2.804  -2.177
H  -0.685  -2.943  1.162
H  -3.515  -3.224  0.480
H  -4.154  -1.257  0.364
H  -4.168  1.844  3.172
H  -2.092  -1.300  3.586
H  -1.146  -1.896  5.784
H  -1.753  -0.597  7.797
H  -3.243  1.367  7.576
H  -4.129  1.992  5.380
N  -1.583  2.011  -0.214
C  -0.897  3.261  -0.496
C  -0.066  3.701  0.722
C  1.416  3.935  0.416
C  2.259  2.678  0.648
N  1.769  1.536  -0.102
H  -2.144  1.719  -1.017
H  -2.183  2.139  0.595
H  -1.614  4.062  -0.760
H  -0.254  3.104  -1.366
H  -0.143  2.915  1.475
H  -0.494  4.615  1.143
H  1.808  4.718  1.071
H  1.534  4.276  -0.617
H  2.212  2.416  1.710
H  3.314  2.918  0.408
H  2.311  0.710  0.133
H  1.851  1.694  -1.102
Cl  1.720  0.723  6.729
C  1.534  0.152  5.109
C  2.356  -0.842  4.628
Cl  3.609  -1.497  5.623
C  2.193  -1.282  3.312
Cl  3.269  -2.500  2.688
C  1.222  -0.770  2.455
O  1.123  -1.155  1.230
C  0.332  0.263  2.968
O  -0.585  0.757  2.219
C  0.559  0.700  4.275
Cl  -0.391  2.028  4.867
Cl  2.097  -1.475  -1.398
C  3.452  -0.866  -2.333
C  4.736  -1.252  -1.994
C  5.826  -0.831  -2.741
C  5.614  -0.095  -3.892
C  4.331  0.286  -4.238
Cl  4.119  1.017  -5.804
C  3.217  0.015  -3.425
N  1.955  0.455  -3.659
C  1.520  1.623  -4.273
C  2.299  2.773  -4.373
C  1.801  3.908  -4.989
C  0.509  3.921  -5.481
C  -0.293  2.802  -5.328
C  0.190  1.643  -4.741
C  -0.703  0.468  -4.529
C  -1.132  0.480  -3.011
O  -2.270  0.846  -2.746
O  -0.223  0.151  -2.212
H  4.877  -1.883  -1.134
H  6.826  -1.112  -2.457
H  6.436  0.177  -4.534
H  1.212  0.060  -3.044
H  3.288  2.794  -3.939
H  2.424  4.788  -5.076
H  0.116  4.807  -5.962
H  -1.319  2.827  -5.673
H  -0.191  -0.471  -4.742
H  -1.602  0.546  -5.139

E_LUMO ... 3.8788 eV
Net charge ... -2
Orbital gap ... 5.5 eV

#ii
DFT (wB97M-V/def2-TZVPD) results for a molecular structure, C40H36BrCdCl6N5O6.

CARTESIAN COORDINATES (ANGSTROEM)
Cd  -0.769  1.401  -0.650
O  2.780  3.236  -3.320
C  3.402  2.234  -3.862
C  4.489  2.405  -4.749
C  5.150  1.321  -5.297
C  4.757  0.016  -5.014
C  3.673  -0.174  -4.163
C  3.008  0.895  -3.589
C  1.870  0.654  -2.623
O  0.996  1.728  -2.544
N  2.487  0.440  -1.288
N  1.869  0.729  -0.163
C  2.477  0.444  0.936
C  2.023  0.825  2.256
Br  0.570  2.042  2.350
C  2.592  0.480  3.419
C  3.651  -0.518  3.626
C  4.538  -0.339  4.692
C  5.543  -1.255  4.953
C  5.679  -2.386  4.160
C  4.787  -2.594  3.118
C  3.781  -1.677  2.857
H  1.615  2.545  -2.797
H  4.793  3.419  -4.978
H  5.983  1.493  -5.971
H  5.268  -0.829  -5.457
H  3.324  -1.180  -3.951
H  1.306  -0.248  -2.900
H  3.342  -0.107  -1.256
H  3.453  -0.042  0.896
H  2.239  0.975  4.315
H  4.432  0.539  5.318
H  6.221  -1.087  5.781
H  6.462  -3.106  4.362
H  4.859  -3.489  2.513
H  3.060  -1.887  2.079
N  -1.899  1.423  -2.685
C  -2.505  2.709  -3.062
C  -1.459  3.737  -3.523
C  -1.155  4.888  -2.550
C  0.025  4.690  -1.607
N  -0.241  3.700  -0.557
H  -1.232  1.099  -3.381
H  -2.617  0.707  -2.616
H  -3.047  3.075  -2.186
H  -3.239  2.558  -3.862
H  -1.813  4.174  -4.459
H  -0.529  3.216  -3.759
H  -2.050  5.126  -1.963
H  -0.927  5.781  -3.139
H  0.264  5.661  -1.153
H  0.902  4.377  -2.175
H  -1.100  3.912  -0.049
H  0.513  3.708  0.121
Cl  -5.745  -4.317  -1.917
C  -4.401  -3.097  -2.033
C  -3.907  -2.858  -3.365
Cl  -5.002  -3.256  -4.674
C  -2.734  -2.235  -3.740
Cl  -2.462  -1.793  -5.410
C  -1.599  -1.930  -2.879
O  -0.576  -1.394  -3.304
C  -2.934  -1.528  -0.847
O  -1.293  -0.338  0.389
C  -4.146  -2.366  -0.954
Cl  -4.278  -2.525  2.105
Cl  0.356  -2.387  3.553
C  -1.034  -2.238  4.580
C  -0.964  -2.828  5.833
C  -1.986  -2.632  6.744
C  -3.057  -1.826  6.400
C  -3.128  -1.266  5.135
Cl  -4.458  -0.209  4.813
C  -2.140  -1.492  4.156
N  -2.207  -0.945  2.876
C  -2.550  -1.730  1.740
C  -1.730  -2.972  1.624
C  -1.098  -3.517  0.586
C  -0.999  -3.133  -0.812
C  -1.758  -2.241  -1.442
C  -2.574  -0.793  0.483
C  -3.639  0.342  0.655
C  -3.100  1.648  1.247
O  -3.207  1.863  2.460
O  -2.545  2.449  0.412
H  -0.089  -3.410  6.086
H  -1.937  -3.088  7.724
H  -3.854  -1.627  7.102
H  -2.622  -0.011  2.866
H  -1.683  -3.530  2.553
H  -0.577  -4.443  0.817
H  -0.257  -3.670  -1.396
H  -3.190  -0.690  -1.524
H  -4.482  -0.028  1.239
H  -4.016  0.600  -0.336

E_LUMO ... 3.7513 eV
Net charge ... -2
Orbital gap ... 5.5 eV

Q: What are the energies relative to the best structure? A: #i 0.000; #ii 4.392, in eV.